#w
Formula: C3H12NO2
Source: the OMol25 dataset
Level of theory: ωB97M-V/def2-TZVPD

Results
Kohn-Sham gap: 0.3761 hartree

Structure (ORCA input):
```
! RIJCOSX wB97M-V def2-TZVPD def2/J DEFGRID3
* xyz 1 1
C -0.88399 2.32443 0.18089
O -0.73721 2.49331 -1.31426
C -0.88744 0.85115 0.56576
C -1.11285 0.49888 1.94748
N 0.49013 0.21992 -0.13221
H -1.86099 2.71136 0.50569
H -0.22719 3.03603 0.71958
H -0.73425 3.39371 -1.44825
H -1.55706 0.43642 -0.18927
H -2.26262 0.33343 2.03511
H -0.82373 -0.55121 2.14857
H -0.56091 1.14614 2.61907
H 0.39130 -0.66042 -0.62893
H 1.12431 0.00797 0.63511
H 0.81037 0.88026 -0.84730
H 3.62606 -5.34405 -2.19754
H 2.52081 -6.32986 -2.52134
O 2.68526 -5.44745 -2.07818
*
```


#x
Formula: C3H12NO2
Source: the OMol25 dataset
Level of theory: ωB97M-V/def2-TZVPD

Results
Kohn-Sham gap: 0.4107 hartree

Structure (ORCA input):
```
! RIJCOSX wB97M-V def2-TZVPD def2/J DEFGRID3
* xyz 1 1
C 0.90537 -0.98950 -1.45736
C 1.39807 -0.64203 -0.03529
C 2.64753 -0.25287 0.26494
N 0.39225 -0.93399 1.14530
H -0.01361 -0.46669 -1.79632
H 0.55364 -2.16057 -1.41397
H 1.79920 -0.69397 -2.09680
H 2.98703 -0.10953 1.34982
H 3.34465 -0.14473 -0.61411
H 0.21240 -1.92839 1.17018
H 0.84016 -0.54326 1.97686
H -0.49776 -0.30791 1.06648
H -1.61144 1.30156 0.43982
H -2.18955 0.86916 1.75241
O -1.36762 0.86673 1.19715
H -2.74299 2.72561 -0.85475
H -3.77744 1.65483 -1.22816
O -2.87989 1.75554 -0.86621
*
```


Tell me which of them is the most stable. Sure, it is #x.


#w
Formula: CHO3Rb
Source: the OMol25 dataset
Level of theory: ωB97M-V/def2-TZVPD

Results
Kohn-Sham gap: 0.2571 hartree

Structure (ORCA input):
```
! RIJCOSX wB97M-V def2-TZVPD def2/J DEFGRID3
* xyz 0 1
Rb 1.61629 1.69745 -0.53282
O -0.61821 -0.67051 -0.85212
C -0.34981 -0.45577 0.47190
O -0.63889 -1.28751 1.34303
O 0.19331 0.58649 0.75134
H -0.20269 0.12985 -1.18131
*
```


#x
Formula: CHO3Rb
Source: the OMol25 dataset
Level of theory: ωB97M-V/def2-TZVPD

Results
Kohn-Sham gap: 0.2583 hartree

Structure (ORCA input):
```
! RIJCOSX wB97M-V def2-TZVPD def2/J DEFGRID3
* xyz 0 1
Rb -0.75160 -2.72234 -0.08191
O 0.86224 1.14551 -0.42743
C 0.11393 0.30161 0.31883
O 0.63768 -0.42816 1.16209
O -1.06951 0.39696 0.13904
H 0.20728 1.30644 -1.11060
*
```


Tell me which of them is the most stable. Sure, it is #x.


#w
Formula: C2HClF2O2
Source: the OMol25 dataset
Level of theory: ωB97M-V/def2-TZVPD

Results
Kohn-Sham gap (spin up / spin down): 0.3383 / 0.3367 hartree

Structure (ORCA input):
```
! RIJCOSX wB97M-V def2-TZVPD def2/J DEFGRID3
* xyz 0 1
C 0.96623 -0.26087 -0.65570
C 0.64643 0.66129 0.49502
O 1.28049 0.00338 -4.38494
O 0.63567 -1.34829 -0.91692
F 0.13082 1.81524 -0.00085
F 1.79799 0.90275 1.17316
Cl 2.08574 0.48943 -1.95194
H -0.09079 0.13522 1.27376
*
```


#x
Formula: C2HClF2O2
Source: the OMol25 dataset
Level of theory: ωB97M-V/def2-TZVPD

Results
Kohn-Sham gap (spin up / spin down): 0.3516 / 0.2961 hartree

Structure (ORCA input):
```
! RIJCOSX wB97M-V def2-TZVPD def2/J DEFGRID3
* xyz 0 1
C -0.55564 0.07227 -0.39445
C 0.54927 -0.68832 0.40517
O 0.14231 2.51455 -0.11608
O -0.64345 1.47738 -0.47849
F 1.32095 -1.41274 -0.39806
F -0.11462 -1.54060 1.24161
Cl -1.87318 -0.57120 -1.19742
H 1.17437 0.14867 0.93772
*
```


Tell me which of them is the most stable. Sure, it is #w.


#w
Formula: C6H9N2O2
Source: the OMol25 dataset
Level of theory: ωB97M-V/def2-TZVPD

Results
Kohn-Sham gap (spin up / spin down): 0.2903 / 0.2901 hartree

Structure (ORCA input):
```
! RIJCOSX wB97M-V def2-TZVPD def2/J DEFGRID3
* xyz 1 1
C -0.39342 1.18454 -0.35199
C 1.81513 0.64183 0.44812
C -0.93989 -0.06550 -0.37114
C 1.14841 -1.67623 0.00038
C 1.12907 -2.80170 -0.70495
C -3.09472 0.24721 0.44863
N 0.94060 1.38821 -0.11803
N 1.91281 -0.71471 0.56027
O 1.36154 2.73798 -0.40227
O -2.12105 -0.44133 -0.13494
H -1.04769 2.00792 -0.41969
H 2.62396 1.09194 0.98823
H 1.95893 -3.44610 -0.99905
H 0.20709 -3.18751 -1.19939
H -3.88440 0.47063 -0.37843
H -2.71318 1.15406 0.80229
H -3.45372 -0.24636 1.41568
H 2.37638 -1.07692 1.42386
H 2.17415 2.73205 -1.00758
*
```


#x
Formula: C6H9N2O2
Source: the OMol25 dataset
Level of theory: ωB97M-V/def2-TZVPD

Results
Kohn-Sham gap (spin up / spin down): 0.3060 / 0.2358 hartree

Structure (ORCA input):
```
! RIJCOSX wB97M-V def2-TZVPD def2/J DEFGRID3
* xyz 1 1
C -2.88640 0.72019 0.28338
C -1.50006 -0.92423 -0.43834
C 1.92463 -0.05936 0.02932
C 1.04294 -0.48355 1.08484
C 1.20955 -0.15790 -1.37918
C -0.92234 0.38025 -0.67898
N -2.72861 -0.59796 0.20012
N -1.81415 1.32331 -0.22192
O -1.12781 -2.04987 -0.66976
O 0.14656 0.74566 -1.37988
H -3.75076 1.22058 0.68042
H 2.30216 0.95380 0.16124
H 2.75730 -0.76326 -0.08216
H 0.71468 -1.51017 1.11918
H 0.79063 0.16892 1.90191
H 1.89421 0.16142 -2.16269
H 0.87384 -1.18423 -1.54181
H -3.40960 -1.29451 0.47527
H -1.68877 2.32144 -0.32846
*
```


Tell me which of them is the most stable. Sure, it is #x.